Record 1
# C33H63Br26ClFNO5S

A structure of composition C33H63Br26ClFNO5S (ωB97M-V/def2-TZVPD, OMol25).

The molecular weight is 2717.891 Da. As for the spin multiplicity: 1. Its frontier orbital gap is 9.68 eV.

Each line ends with the Mulliken charge.
CARTESIAN COORDINATES (ANGSTROEM)
C: -7.84867 -0.99427 0.55111  -0.5587
H: 1.79421 3.46697 -3.85634  0.8315
H: 8.71070 3.79189 6.53526  0.3532
Br: -2.67706 -4.19559 1.10710  -0.1711
H: 10.12866 4.38595 4.43875  0.3756
Br: -2.06755 -11.05316 2.52113  -0.1456
Br: 2.90495 2.38844 5.27180  -0.1381
H: -0.76737 0.86829 -3.32570  0.3404
Br: -1.75487 -9.69467 -2.17231  -0.0940
C: -0.10336 4.67402 -8.46138  -0.5121
C: -3.81422 -6.56703 -0.02799  -0.5660
C: 2.52812 -3.62708 -5.12081  -0.5272
H: 8.73976 2.56920 5.25097  -0.0099
C: -7.10726 -1.28883 -0.72416  -0.0198
Cl: -1.44825 4.69243 -4.79689  -0.1061
C: 2.61537 -2.15855 -5.45151  -0.7116
H: 5.60344 1.88557 6.32436  -0.0467
Br: -2.46714 8.86731 -2.53795  -0.1368
C: 1.70117 1.21086 1.27365  -0.6177
H: -8.74766 3.22411 -3.21783  0.3722
Br: -6.85145 3.01164 0.10266  -0.1448
H: -7.19290 -0.69707 1.36372  0.3944
O: 0.30231 3.22674 -1.53796  -0.1243
O: 1.48610 1.43262 -3.96768  -0.2650
C: -1.46063 -2.45124 5.91212  -0.5646
H: 1.24115 3.17993 -9.29501  0.3804
H: 3.05891 0.44721 -2.90233  0.6161
Br: -1.62964 3.48759 -8.68532  -0.1156
H: 2.03476 4.60317 -8.59532  0.3420
H: -3.47439 -11.66639 4.45066  0.3377
C: -2.83219 -5.47504 -0.35034  -0.5507
S: 0.92235 4.71621 -1.56193  1.4204
N: -2.97346 2.03817 -4.32775  -0.6890
H: -1.44607 -7.15022 -5.02406  0.3664
H: 8.26252 2.44951 9.75332  0.3071
C: 2.18965 1.06374 -2.74858  -1.1007
H: 2.76602 -0.57480 0.63263  0.4227
C: -3.57181 2.17103 -1.99057  -0.7490
H: 5.95354 0.18048 5.97788  0.3645
H: 11.26256 3.12072 4.95056  0.3876
H: -0.35895 10.89483 -2.89067  0.3982
Br: 0.63712 -4.40253 5.90664  -0.1172
H: 0.52904 2.91677 -4.94869  -0.3475
H: -0.20258 7.83537 -2.60147  -0.0871
H: -0.39163 8.91347 -1.20699  0.3723
H: 3.56531 0.36464 1.90934  0.2648
C: -7.45780 3.76084 -1.58970  -0.6302
Br: 1.87775 -1.14952 2.88317  -0.1347
H: -1.83384 -5.84810 -0.55006  0.2763
H: 2.02259 -1.93451 -6.33720  0.3791
Br: 1.50132 2.96494 -6.82484  0.0780
Br: -3.05514 -7.86369 1.20489  -0.0299
C: -4.82266 -11.82442 2.79466  -0.5550
C: 5.41395 1.06419 5.64038  -0.1635
H: 1.56318 -3.91346 -4.71359  0.2975
H: -0.35874 -8.42358 -4.43583  0.3827
H: 3.56027 0.28143 6.37589  0.3727
H: -8.09825 4.59808 -1.31918  0.3936
H: 3.73664 0.13376 4.61787  0.0931
C: 7.23623 2.11142 9.88208  -0.5390
H: -4.48442 -12.73872 2.31700  0.3681
Br: 0.25278 9.59206 -4.92286  -0.1595
Br: 11.35186 5.09892 6.45927  -0.1497
H: 6.88604 2.39285 10.87038  0.4181
C: -1.10222 1.73015 -2.73594  -0.0146
C: 1.19623 3.91587 -8.49818  -0.6382
C: -2.30974 -8.36497 -3.48128  -0.4808
H: 0.63576 -1.92317 6.12536  0.1965
H: -7.70610 -1.82955 -1.45089  0.4336
H: -3.66226 1.19349 -1.49102  0.3079
H: -0.09129 -2.70657 7.54258  0.3603
H: 7.22995 0.39043 8.55862  0.2128
H: 2.21873 1.96687 0.68318  0.2998
H: -2.95273 -7.66035 -2.96287  0.1841
Br: -0.26753 -6.39980 -2.99501  -0.1254
H: -3.97110 -10.09019 3.80432  0.3729
H: 7.88604 0.09111 10.17909  0.3801
C: -0.16269 2.98139 -2.91649  1.1599
C: 0.14655 9.94155 -3.00977  -0.5641
C: -1.12582 -7.71145 -4.14814  -0.6054
C: -0.53756 8.81699 -2.28107  -0.1872
H: -6.57743 4.13291 -2.10536  0.3532
H: 1.48182 0.48636 -2.13797  0.3040
H: 3.63427 -1.81654 -5.60478  0.3928
C: -8.22607 2.74516 -2.39144  -0.5522
C: -2.57335 1.99836 -3.12157  -0.0579
Br: -8.85203 -2.54477 1.17080  -0.1735
Br: -5.59303 -10.71528 1.39597  -0.1284
H: 2.74261 -4.23202 -6.00037  0.3618
H: -8.59464 -0.21885 0.38680  0.2907
H: -8.93848 2.18283 -1.79547  0.3434
H: -5.65144 -12.05008 3.46303  0.3345
H: -4.73069 -6.19713 0.42249  0.3868
Br: 6.19461 3.14161 8.60027  -0.1544
H: -3.17706 -4.89223 -1.20383  0.3974
H: -3.22446 2.91801 -1.27087  0.3700
H: -0.25419 5.20937 -7.52862  0.2272
Br: -5.51300 -2.35230 -0.39079  -0.0822
O: 0.53078 5.54383 -0.47946  -0.6817
H: -2.10568 -3.31879 6.01177  0.3769
C: -0.07432 -2.67631 6.45469  -0.4978
O: 2.32198 4.76412 -1.81374  -0.6491
C: 0.96979 2.74324 -3.93686  -0.8790
H: -2.89590 -8.91587 -4.21443  0.3870
H: -2.17129 1.86726 -4.94281  0.2911
H: -1.07881 1.40289 -1.67194  -0.7982
H: 1.17911 10.03568 -2.67921  0.3639
H: -0.15964 5.37377 -9.29276  0.3834
C: 7.13342 0.63491 9.61171  -0.4700
Br: 5.42412 -0.08512 10.20619  -0.1468
Br: 1.85965 -1.04519 -4.03776  -0.0141
C: 2.60387 0.03112 1.51962  -0.5505
C: 9.34576 3.11372 5.97302  -0.2071
H: 2.42795 1.97901 -2.18437  0.3084
Br: 0.14406 0.71282 0.20865  -0.1221
H: -6.73825 -0.37042 -1.17415  -0.2562
C: 10.49058 3.80652 5.28570  -0.5907
H: -1.92650 -1.59840 6.40262  0.3352
F: -1.77229 4.69106 -2.20307  -0.2485
C: -3.72356 -11.11547 3.54561  -0.6118
H: 1.32669 1.66270 2.18719  0.4951
Br: -7.03042 1.45346 -3.21915  -0.1554
Br: 6.23258 1.54182 3.93568  -0.1567
C: 3.95112 0.75904 5.47910  -0.3249
Br: 3.87142 -4.14226 -3.80942  -0.1457
Br: 9.97944 1.76247 7.22685  -0.1631
H: -4.05894 -7.13804 -0.92288  0.2617
C: -0.89933 4.32601 -3.17145  1.0667
O: 0.18411 5.25741 -2.94235  -0.4145
Br: -1.41524 -1.99200 4.02321  -0.1106
H: -4.53825 2.41290 -2.44503  -0.1090

=====

Record 2
# C33H64N5P2SbV

A structure of composition C33H64N5P2SbV (ωB97M-V/def2-TZVPD, OMol25).

The value obtained for the relative energy (zero: lowest compared OMol25 entry of this formula, charge and spin) is 8.2 kcal/mol. Its total charge is +3. Its expectation value of S² is 2.072. The molecular weight is 765.562 Da. As for the spin multiplicity: 3. Its frontier orbital gap (spin up / spin down) is 5.57 / 6.74 eV.

Each line ends with the Mulliken charge.
CARTESIAN COORDINATES (ANGSTROEM)
H: -2.98589 1.28224 -1.48262  0.3723
H: 0.78821 -4.15856 -7.42102  0.4444
H: 5.49401 -0.89716 2.92138  0.5208
H: -0.62839 3.32884 -3.95002  0.5531
C: 4.49011 -0.57846 3.19958  -1.6412
C: -3.30349 -1.70746 -2.25402  -1.8000
H: -2.54979 -1.08006 1.97978  -0.2998
H: 0.64771 3.10754 3.78628  0.2244
C: 1.20291 -0.48596 4.39328  0.2281
H: 0.38511 -2.31266 3.56088  0.2566
H: 2.87221 -0.79856 -5.77842  0.5187
H: -3.65089 3.50894 -0.54792  0.3686
C: -2.75059 2.92744 -0.31802  -0.7401
C: 1.15821 -1.46186 -4.67482  0.1768
H: -0.60379 1.58104 -4.07912  0.3329
H: 0.95531 3.76154 2.14638  0.2196
H: -4.17109 -2.03186 -1.68512  0.4264
C: 0.15121 -1.57546 4.32948  -1.0208
H: -2.43299 -4.59136 0.86358  0.5351
Sb: 1.62461 0.34004 2.34178  -0.5847
C: -2.56329 -3.56076 0.53768  -1.6272
H: 2.16941 -0.93606 4.61328  0.6375
H: 1.62081 1.37184 5.43188  0.2794
C: 3.58001 -0.74926 2.00338  0.3881
H: -0.84929 -4.10716 -5.56542  0.5064
H: -3.53369 -0.76276 -2.75132  0.5102
H: 1.80831 3.23924 -4.13432  0.5411
C: 0.86801 -3.41116 -6.64652  -0.6641
H: -3.07699 -2.44646 -3.02372  0.5613
C: 1.89321 2.37174 -3.48372  -1.8061
H: -0.84509 -1.16916 4.14868  0.0675
H: 2.85971 -2.72066 2.53688  0.2995
H: 1.89281 4.31064 3.51548  0.5181
H: 4.20911 2.08484 1.56018  0.3139
H: 0.98641 0.08524 6.42778  0.4879
C: 0.07721 -2.42146 -4.61282  0.1874
N: -2.78749 -0.14286 1.65038  -0.1034
H: -1.19519 -5.27536 -1.01032  0.5068
H: 0.12181 -2.09636 5.28528  0.4621
H: 3.00491 2.16304 3.75718  0.5891
C: 0.81661 3.55644 -1.57912  -1.6488
H: 0.59071 4.48424 -2.10042  0.4754
N: -0.75749 -2.36986 -3.57472  -0.2044
C: -4.25519 1.03734 0.09448  -0.7185
H: 2.60801 -2.51426 -7.53762  0.4516
P: -1.79209 -1.51286 -1.23252  1.1444
H: -3.94729 -1.09886 0.21548  -0.0881
H: -1.93429 2.49994 3.57038  0.6977
C: -0.58979 2.40944 -3.37172  -1.6059
H: 0.68291 -2.94146 -0.51662  0.3566
H: 2.83841 2.45864 -2.95562  0.3811
C: -1.71989 1.65654 2.90408  0.8920
H: -1.48879 2.35194 -2.75852  0.2427
H: -0.86429 1.10814 3.30288  -1.5591
H: 3.98341 3.71614 2.15748  0.5230
H: 2.95151 3.13684 0.86098  0.1890
H: 0.11921 -3.93876 0.82088  0.6163
H: 2.74721 1.23134 -0.43682  0.2972
H: -1.96219 3.24534 -1.00422  0.3238
H: -0.63419 -4.17686 -2.25462  0.3727
N: 1.24981 -0.54266 -3.71152  0.1701
C: -1.46479 -3.21816 -0.47462  2.0414
H: 2.40401 -0.51446 -0.56502  0.0399
C: -2.92939 0.72854 2.83208  -1.2604
C: 0.39671 -0.50576 -2.72792  -1.2709
C: 2.46981 2.37364 2.82978  0.4257
C: -4.03849 -0.25036 0.89538  -0.2519
C: 1.41271 3.43244 3.08278  -1.3049
H: -2.52289 -2.93516 1.42848  0.1881
V: -1.23629 0.43234 0.21358  1.0878
C: -0.61789 -1.47696 -2.63942  0.1243
H: -4.90239 -0.43116 1.54718  0.5221
H: 4.56221 0.45334 3.53508  0.3148
N: -2.97269 1.48734 -0.48282  -0.4237
H: 4.29081 -2.70286 1.52548  0.4720
H: 4.02061 -0.25876 1.13288  0.5516
H: -3.55219 -3.49776 0.08868  0.3935
C: -0.11069 -3.06046 0.22268  -2.0054
C: 1.91651 -2.47076 -6.71012  -0.6604
H: -3.18519 3.18714 1.78248  0.4463
P: 0.58021 0.80474 -1.45832  2.9030
H: 0.14571 3.46914 -0.72102  0.1866
H: -0.44929 2.50144 1.57058  -1.2767
C: 2.33231 0.44934 -1.07172  -1.6662
H: -3.84919 1.30964 2.75068  0.3825
H: -2.36539 -4.45056 -2.02472  0.4013
H: -1.85679 4.17394 1.20488  0.4559
C: 0.69441 2.36644 -2.53782  1.3796
H: 4.17861 -1.20316 4.03268  0.4570
H: 1.91411 1.48854 -4.11622  0.2579
H: 2.72191 -2.35396 0.80868  0.1036
H: -3.00219 0.15134 3.75938  0.6171
C: -2.31709 3.18464 1.12308  -0.8537
H: 2.88261 0.39624 -2.01262  0.8395
C: 0.90431 0.55474 5.44848  -1.4189
C: 2.06901 -1.51496 -5.74242  -0.6063
C: 3.33441 -2.21286 1.69918  -1.2362
N: -1.39589 2.11744 1.55128  1.6106
H: -4.65449 1.81824 0.74488  0.3398
H: 1.83651 3.63954 -1.20812  0.3476
H: -0.10419 0.95774 5.37298  0.3007
C: 3.45641 2.83894 1.78128  -1.4748
H: -5.00459 0.86244 -0.68342  0.5720
C: -1.41239 -4.33386 -1.51272  -1.6139
C: -0.04199 -3.39296 -5.62252  -0.5213
H: -0.11309 -2.17656 0.88278  0.0278

=====

Question: Look up the molecular weight of the second one.
Answer: 765.562 Da